[1]
{"formula": "Cl4O16Sr", "method": "the ωB97M-V functional and the def2-TZVPD basis", "species": ["O", "O", "O", "O", "O", "Cl", "O", "O", "O", "O", "O", "O", "O", "Cl", "O", "Cl", "O", "Sr", "Cl", "O", "O"], "coordinates": [[-0.1360, -0.5219, 3.6399], [1.7637, -1.6387, 2.6506], [2.7487, -2.0425, -1.4045], [2.2808, -1.0532, -3.4650], [-4.0189, -0.7681, -3.0989], [2.6164, -0.7007, -2.1207], [-2.3302, -2.2297, -3.5534], [-1.3181, 4.6443, 2.9045], [-1.3007, 2.1383, 0.3603], [1.5010, -0.0242, -1.4420], [3.8648, -0.0903, -1.8573], [-3.1332, -0.7544, -5.2987], [-1.5584, -0.1661, 0.6482], [-3.3517, -1.4238, -4.0850], [-0.4079, -2.4720, 2.1457], [0.4161, -1.7541, 3.2392], [0.0430, 5.1758, 1.0076], [1.1367, -2.0509, 0.2137], [-0.1153, 4.5781, 2.2561], [0.8151, 3.7252, 2.8781], [0.4840, -2.5711, 4.3816]], "forces_ev_per_a": [[0.081, 0.613, -1.043], [-0.018, 0.417, -0.427], [0.296, 0.211, -0.615], [0.738, 1.280, 0.405], [-1.962, 6.429, 6.037], [-1.109, -2.600, 0.952], [5.969, -0.638, 1.993], [-5.551, -1.673, 0.617], [0.131, -1.880, 0.758], [1.010, -0.357, -0.500], [0.223, 1.161, -0.980], [3.264, 4.679, -3.044], [0.924, 2.282, -0.203], [-7.297, -10.671, -5.110], [1.406, 1.256, 1.826], [-1.701, -1.140, -0.986], [-0.522, -1.307, -4.174], [-1.989, 1.286, 0.628], [4.792, 5.756, 4.042], [0.953, -3.553, -1.006], [0.359, -1.554, 0.828]], "nbo_charge": [-0.751, -0.951, -1.051, -0.763, -0.921, 2.500, -0.961, -0.713, -0.521, -0.847, -0.794, -0.945, -0.458, 1.834, -0.935, 2.515, -0.688, 1.894, 2.091, -0.697, -0.837], "gap_ev": 2.7, "max_force_ev_per_a": 13.9, "charge": -2, "de_lowest_ev": 14.564, "e_lumo_ev": 2.2, "multiplicity": 1}

***

[2]
{"formula": "Cl4Pt", "method": "the ωB97M-V functional and the def2-TZVPD basis", "species": ["Cl", "Cl", "Pt", "Cl", "Cl"], "coordinates": [[1.4975, 0.8031, -1.7086], [-0.7873, 1.8093, 1.5830], [-0.0624, -0.0360, 0.1080], [-1.9726, -0.8701, -1.3193], [1.3247, -1.7062, 1.3369]], "forces_ev_per_a": [[-0.953, -0.470, 1.160], [0.443, -1.168, -0.915], [0.245, 0.101, -0.514], [1.254, 0.492, 1.052], [-0.989, 1.045, -0.783]], "nbo_charge": [-0.551, -0.552, 1.220, -0.560, -0.557], "gap_ev": [9.9, 7.1], "max_force_ev_per_a": 1.7, "charge": -1, "de_lowest_ev": 0.000, "e_lumo_ev": [3.5, 0.5], "multiplicity": 4}

***

[3]
{"formula": "Cl5NP2", "method": "the ωB97M-V functional and the def2-TZVPD basis", "species": ["Cl", "Cl", "P", "Cl", "P", "Cl", "Cl", "N"], "coordinates": [[-2.6953, 1.7747, 0.2623], [2.0688, 0.9334, -0.9636], [-1.3401, 0.3747, -0.3906], [0.2747, -0.0487, 1.5748], [1.3143, -0.7162, -0.0992], [-2.1355, -1.3203, 0.2946], [2.9293, -1.3402, 0.8863], [-0.4162, 0.3426, -1.5648]], "forces_ev_per_a": [[0.841, -0.550, -0.149], [1.037, 0.618, 0.371], [-1.166, 0.095, -1.070], [0.263, 1.032, 1.208], [-0.171, -0.990, -1.565], [-0.710, -0.299, 0.002], [1.329, -0.422, 0.875], [-1.422, 0.516, 0.328]], "nbo_charge": [-0.192, -0.223, 1.363, -0.260, 0.849, -0.210, -0.274, -1.053], "gap_ev": 8.0, "max_force_ev_per_a": 1.9, "de_lowest_ev": 3.516, "e_lumo_ev": -1.5, "multiplicity": 1}

***

[4]
{"formula": "Cl7CuO32PSr", "method": "the ωB97M-V functional and the def2-TZVPD basis", "species": ["Cl", "O", "O", "Cl", "O", "O", "O", "O", "O", "O", "O", "O", "Cl", "P", "O", "O", "O", "O", "O", "O", "O", "O", "O", "Cu", "O", "Cl", "O", "Cl", "O", "O", "O", "O", "O", "O", "Cl", "Sr", "Cl", "O", "O", "O", "O", "O"], "coordinates": [[10.4774, 6.9494, 10.2853], [9.8512, 11.6268, 12.4735], [8.6201, 13.3440, 11.4156], [17.0391, 12.5203, 16.5046], [18.5651, 2.7686, 5.6076], [6.5499, 5.4737, 17.9646], [9.2713, 10.1885, 16.6046], [10.8022, 12.7487, 10.4973], [9.4747, 4.3548, 5.9302], [9.0768, 11.1928, 10.3063], [12.5270, 11.3274, 11.8414], [14.7956, 10.9500, 11.0928], [13.8907, 10.9646, 12.2596], [9.0312, 8.8698, 15.8553], [5.7407, 6.2525, 15.7341], [11.7455, 7.0132, 11.3256], [10.8000, 7.3720, 8.9841], [16.3339, 11.1822, 16.4322], [8.8720, 7.5486, 16.7232], [7.7600, 4.2898, 4.2931], [20.0372, 4.6434, 5.7592], [10.0194, 8.6890, 14.5787], [18.8801, 4.0669, 7.7286], [7.0534, 7.3875, 16.3631], [17.7832, 12.9554, 15.3386], [9.1197, 4.2178, 4.4639], [7.6406, 8.9639, 15.2317], [5.2843, 5.7253, 17.1811], [9.9568, 5.2558, 3.8235], [17.6951, 4.8210, 5.9934], [9.6583, 2.9506, 3.9704], [17.8345, 12.0384, 17.5671], [14.2882, 11.9113, 13.2922], [4.6272, 6.7869, 17.8795], [18.8872, 4.0853, 6.3046], [11.1874, 9.2644, 12.5285], [9.5920, 12.2825, 11.1305], [9.5723, 7.9363, 10.9030], [16.0930, 13.5645, 16.8386], [4.3755, 4.6065, 17.0621], [13.8291, 9.6185, 12.7828], [9.9177, 5.6521, 10.4932]], "forces_ev_per_a": [[1.616, 1.219, 6.403], [0.194, 1.196, -1.839], [0.738, -0.424, -1.086], [-3.641, -4.777, -0.495], [2.176, 0.815, 1.827], [-2.305, -0.579, -1.961], [0.182, -2.122, -0.006], [-0.850, 0.865, 0.473], [-1.498, -0.720, -2.515], [-0.545, 1.150, -0.082], [0.973, -0.465, -0.087], [-1.004, 0.451, 1.583], [0.733, 1.707, -0.673], [4.560, 3.266, -2.188], [-2.604, -2.322, 2.705], [-2.281, 0.033, -3.214], [0.454, -0.728, -0.923], [-1.203, 2.204, -3.230], [-0.041, 0.313, 0.189], [-4.468, 0.648, -1.298], [3.208, 1.099, -0.927], [-1.106, -0.174, 2.526], [1.801, -1.324, 1.188], [2.617, 1.720, -0.807], [0.122, -0.399, 0.476], [8.910, 0.367, 4.108], [-3.555, -1.376, -0.106], [1.962, 0.606, 0.070], [-2.127, -0.301, -0.539], [0.061, 1.681, -0.860], [-1.024, -0.201, -0.132], [4.477, 2.958, 3.222], [0.152, -1.094, -1.318], [-0.668, 0.470, -0.337], [-6.914, -2.443, -1.397], [-0.974, -0.055, 0.765], [-0.007, -2.562, 2.190], [0.135, -0.188, -0.776], [0.655, 0.198, 0.377], [1.118, 0.198, -0.326], [-0.169, -0.689, 0.464], [0.139, -0.221, -1.443]], "nbo_charge": [2.455, -0.905, -0.868, 2.497, -0.914, -0.807, -1.178, -0.821, -0.862, -0.862, -0.907, -0.847, 2.500, 2.474, -0.859, -0.947, -0.764, -0.872, -1.136, -0.860, -0.876, -1.325, -0.856, 1.178, -0.852, 2.511, -1.061, 2.392, -0.880, -0.894, -0.910, -0.911, -0.806, -0.834, 2.541, 1.885, 2.476, -0.906, -0.862, -0.811, -0.909, -0.804], "gap_ev": [5.2, 5.1], "max_force_ev_per_a": 9.8, "charge": -6, "e_lumo_ev": [8.8, 8.8], "multiplicity": 2}

***

[5]
{"formula": "Cl8Mg5", "method": "the ωB97M-V functional and the def2-TZVPD basis", "species": ["Cl", "Mg", "Cl", "Mg", "Cl", "Mg", "Mg", "Mg", "Cl", "Cl", "Cl", "Cl", "Cl"], "coordinates": [[-0.6022, -0.4614, -1.4750], [-4.0756, 0.5059, 2.1838], [1.0055, 2.5126, -2.7737], [3.6038, -2.5646, -0.0438], [4.1254, -0.7214, -1.4171], [-0.1265, -0.4871, 0.8489], [1.5808, 3.5500, -0.6925], [-0.8456, 0.9841, -3.2251], [0.6941, 1.9522, 0.9686], [1.6906, -1.8309, 1.2595], [-2.2492, -1.1134, 1.6826], [-1.2846, -5.1481, 1.4463], [-3.5164, 2.8222, 1.2376]], "forces_ev_per_a": [[-0.328, -0.079, -0.787], [1.678, 1.433, -1.210], [-0.206, 0.336, 0.047], [-0.567, 1.782, -0.543], [-0.266, -1.365, 0.848], [-0.127, 0.325, 0.119], [-0.804, -1.648, 0.414], [0.707, 0.094, 0.729], [0.393, 0.686, -0.645], [0.717, -0.560, -0.066], [-0.819, 0.650, 0.407], [0.196, 0.579, -0.161], [-0.572, -2.230, 0.848]], "nbo_charge": [-0.847, 1.713, -0.852, 1.749, -0.829, 1.713, 1.722, 1.660, -0.845, -0.844, -0.826, -0.699, -0.817], "gap_ev": 1.8, "max_force_ev_per_a": 2.5, "charge": 2, "e_lumo_ev": -9.3, "multiplicity": 1}

***

[6]
{"formula": "ClF2H9N3O5S2Ti", "method": "the ωB97M-V functional and the def2-TZVPD basis", "species": ["O", "H", "O", "S", "F", "N", "S", "N", "H", "O", "H", "H", "H", "N", "O", "O", "H", "Ti", "H", "F", "Cl", "H", "H"], "coordinates": [[-1.0681, 0.2651, -4.0479], [0.6910, -2.0874, 0.4898], [-0.5818, -1.8888, -2.9302], [-0.6134, -0.4257, -2.8391], [2.5756, 1.0830, -1.7536], [0.5420, -1.0912, 0.5642], [1.5887, 0.1892, -2.6714], [0.4438, 0.2423, -1.6625], [-1.4318, 2.0055, 3.6066], [-1.9084, -0.2097, 1.0662], [1.1580, -0.5709, 1.1723], [-1.5720, 0.7173, 2.6308], [-0.3549, -0.9848, 1.0163], [-0.9268, 1.2188, 3.2244], [1.7026, 0.9788, -3.8702], [2.2341, -1.1444, -2.6014], [-0.5242, 0.6928, 3.9869], [-0.3869, 1.8805, -0.1929], [-2.1916, -1.1246, 1.2588], [-1.8813, -0.2466, -1.8870], [2.2625, -0.6010, 3.0843], [0.4934, -0.6534, -0.3447], [-0.2504, 1.7552, 2.7002]], "forces_ev_per_a": [[2.099, -0.229, 2.547], [0.936, -0.122, 0.100], [1.311, 2.813, 0.430], [-7.303, -3.747, -1.302], [-0.218, -0.057, 0.556], [-0.088, -1.077, 0.248], [11.530, -0.773, -0.995], [-4.311, 1.005, -2.412], [-0.717, 0.082, 0.783], [0.574, 0.781, 0.865], [1.624, -0.439, 1.106], [-0.624, -1.730, -1.782], [-1.553, 0.585, 0.114], [-0.146, 2.258, 1.404], [-1.714, -1.090, 0.751], [-1.975, 2.797, -0.714], [0.667, -0.552, -0.037], [-0.710, -1.123, -0.333], [-0.167, 0.812, -0.375], [0.299, 0.591, 0.214], [-0.709, 0.492, -0.206], [0.034, -0.475, -0.377], [1.161, -0.802, -0.583]], "nbo_charge": [-0.808, 0.435, -0.831, 2.295, -0.526, -0.930, 2.372, -1.235, 0.410, -1.314, 0.449, 0.486, 0.453, -0.872, -0.826, -0.854, 0.468, 0.956, 0.465, -0.508, -0.917, 0.409, 0.424], "gap_ev": [6.5, 6.5], "max_force_ev_per_a": 11.6, "e_lumo_ev": [-2.0, -2.2], "multiplicity": 4}

***

[7]
{"formula": "ClFH2NOP", "method": "the ωB97M-V functional and the def2-TZVPD basis", "species": ["N", "H", "H", "P", "F", "O", "Cl"], "coordinates": [[-1.2405, -0.3526, -1.0849], [0.7406, 1.7813, 1.6600], [-1.1753, 0.4270, -0.5203], [0.0746, -1.0627, -0.5981], [0.0826, 2.4792, 1.7243], [1.0048, -0.4798, 0.3614], [0.5133, -2.7924, -1.5426]], "forces_ev_per_a": [[1.372, -3.862, -1.368], [-1.237, 1.207, 0.059], [-0.476, 2.876, 1.594], [-1.447, 0.876, -1.054], [1.245, -1.354, -0.149], [0.783, -0.732, 0.255], [-0.240, 0.989, 0.663]], "nbo_charge": [-1.104, 0.571, 0.370, 1.940, -0.571, -1.013, -0.192], "gap_ev": 10.4, "max_force_ev_per_a": 4.3, "de_lowest_ev": 1.831, "e_lumo_ev": -0.9, "multiplicity": 1}

***

[8]
{"formula": "ClFHN2O", "method": "the ωB97M-V functional and the def2-TZVPD basis", "species": ["N", "F", "N", "O", "H", "Cl"], "coordinates": [[0.4507, -1.7334, 2.3029], [-0.2550, -0.6708, -0.3944], [-0.7436, -2.1972, 2.3542], [1.5466, -1.4017, 2.3485], [-0.1908, 0.2862, 0.1731], [0.3180, 1.3418, 1.2764]], "forces_ev_per_a": [[-12.048, -4.836, 0.706], [-0.228, 1.228, 0.349], [10.749, 4.291, -0.540], [1.292, 0.440, -0.142], [0.260, -1.981, -0.796], [-0.026, 0.858, 0.422]], "nbo_charge": [0.442, -0.712, -0.194, -0.250, 0.474, -0.759], "gap_ev": 9.2, "max_force_ev_per_a": 13.0, "charge": -1, "de_lowest_ev": 1.256, "e_lumo_ev": 4.2, "multiplicity": 1}

***

[9]
{"formula": "ClFHNO2S", "method": "the ωB97M-V functional and the def2-TZVPD basis", "species": ["N", "O", "S", "O", "Cl", "F", "H"], "coordinates": [[0.2976, -0.4103, -0.6600], [-2.2864, 0.8835, -0.8334], [-3.3483, 0.5453, -1.9590], [-3.2620, 1.4919, -3.0449], [-0.2785, 0.9060, -1.0167], [-2.6543, -0.8337, -2.6368], [0.2769, -0.5717, 0.4468]], "forces_ev_per_a": [[0.961, -3.287, 3.117], [-0.120, -0.521, -0.819], [0.970, -0.008, -0.443], [-0.004, -0.322, 0.491], [-1.804, 2.517, -0.404], [-0.211, 0.885, 0.749], [0.208, 0.737, -2.691]], "nbo_charge": [-0.658, -0.912, 1.795, -0.906, 0.868, -0.542, 0.355], "gap_ev": [7.9, 7.9], "max_force_ev_per_a": 4.6, "de_lowest_ev": 2.811, "e_lumo_ev": [-2.4, -2.4], "multiplicity": 1}

***

[10]
{"formula": "ClFMg2", "method": "the ωB97M-V functional and the def2-TZVPD basis", "species": ["Mg", "Mg", "F", "Cl"], "coordinates": [[-0.6173, 0.0309, -1.8149], [1.4377, -0.8371, 2.3630], [-1.1030, 1.5286, -0.9353], [0.2825, -0.7224, 0.3872]], "forces_ev_per_a": [[-0.544, 1.557, 0.787], [-0.545, 0.134, -0.879], [0.362, -1.241, -0.985], [0.727, -0.451, 1.077]], "nbo_charge": [1.889, 1.882, -0.912, -0.859], "gap_ev": 6.9, "max_force_ev_per_a": 1.8, "charge": 2, "de_lowest_ev": 0.000, "e_lumo_ev": -12.2, "multiplicity": 1}